No. 1
Computed, not measured: a molecular structure, C23H34IrNO2 in a non-equilibrium geometry, with ωB97M-V/def2-TZVPD.

XYZ file:
```
61
Properties=species:S:1:pos:R:3:forces:R:3:lowdin_charge:R:1
C 1.1794 -1.9524 0.5536 0.6 -0.4 -0.6 -0.283
C 1.5633 -1.1042 -0.5293 0.1 -0.7 0.4 -0.262
C 0.6845 -1.3490 -1.6471 0.9 -1.0 -0.1 -0.316
C -0.2697 -2.3505 -1.2379 1.0 -1.2 -0.2 -0.367
C 0.0423 -2.7232 0.1287 0.1 0.2 -0.1 -0.298
Ir -0.6603 -0.6344 -0.0935 0.7 3.4 -1.2 1.456
C -3.3275 1.2827 -1.3038 5.0 0.7 -1.7 -0.185
C -2.5199 0.7729 -0.1408 -0.5 -0.7 1.0 -0.256
H -2.1550 1.5877 0.5357 -0.6 -1.1 -0.1 0.093
C -2.5780 -0.6661 0.2304 -3.9 2.5 0.1 -0.318
H -3.1972 -1.1522 -0.5397 0.0 -0.4 0.9 0.073
H -2.8426 -0.7356 1.2897 0.1 -0.9 -0.3 0.063
C -3.1549 2.8260 -1.4723 -1.3 -0.8 0.4 -0.080
H -2.4558 3.2482 -0.7564 0.0 -0.1 0.3 0.062
H -2.7699 3.0905 -2.4539 -0.3 -0.1 -0.1 0.058
H -4.1281 3.3045 -1.3283 0.2 0.3 -0.1 0.077
C -2.7821 0.5823 -2.6117 -0.9 -0.3 0.4 -0.070
H -1.8816 -0.0318 -2.4470 -0.2 -0.1 0.5 0.032
H -3.5234 -0.0808 -3.0628 0.0 0.0 -0.1 0.080
H -2.4434 1.2924 -3.3649 -0.4 0.2 0.0 0.060
C 2.7373 -0.1953 -0.4934 0.5 -0.1 0.0 -0.035
H 2.6164 0.5468 0.3097 0.2 -0.3 -0.1 0.072
H 3.6755 -0.7709 -0.3349 -0.5 0.3 -0.1 0.118
H 2.8147 0.3692 -1.4327 0.3 -0.7 0.4 0.053
C 0.8809 -0.7972 -3.0199 0.1 0.0 0.1 -0.010
H 1.1018 0.2689 -2.9370 -0.1 -0.2 -0.4 0.051
H 1.7374 -1.2925 -3.5080 -0.3 0.1 0.1 0.111
H -0.0130 -0.9504 -3.6321 0.2 0.1 0.0 0.078
C -1.3032 -3.0107 -2.0845 -0.2 -0.1 0.1 -0.020
H -1.2962 -2.5877 -3.0907 -0.1 -0.1 0.1 0.080
H -1.1315 -4.0929 -2.1419 0.0 0.2 -0.1 0.100
H -2.2871 -2.8497 -1.6348 0.0 -0.2 -0.2 0.072
C -0.6560 -3.7601 0.9340 -0.1 -0.1 0.0 -0.016
H -1.7156 -3.7913 0.6716 0.1 -0.1 0.1 0.087
H -0.2224 -4.7539 0.7594 -0.1 0.2 0.0 0.103
H -0.5597 -3.5251 1.9978 -0.1 -0.2 -0.1 0.075
C 1.9003 -2.0630 1.8541 0.0 0.0 0.1 -0.019
H 1.2403 -2.5070 2.6125 0.3 0.1 -0.1 0.076
H 2.7868 -2.7135 1.7443 -0.3 0.2 0.1 0.105
H 2.2356 -1.0703 2.1879 0.0 -0.3 0.0 0.080
C 2.1116 2.1929 -1.4057 -4.7 2.7 -1.8 -0.012
C 0.8071 2.4085 -2.0163 -2.8 -0.2 -1.1 -0.098
C 3.0761 2.9338 -1.9760 1.8 0.7 -0.3 -0.110
C 0.6018 2.9124 -3.3256 2.7 0.1 -0.5 -0.125
H -0.3425 2.3038 -1.8331 2.4 -1.0 1.8 0.105
C 2.9396 3.4171 -3.3505 -0.7 -0.7 1.4 -0.055
H 3.9599 3.1454 -1.2909 -0.6 -0.3 -1.6 0.133
C 1.7253 3.3412 -4.0732 1.6 -0.5 1.7 -0.072
H -0.3500 2.9213 -3.8516 -0.2 0.0 0.7 0.095
H 3.8623 3.7986 -3.7303 0.2 0.4 -0.6 0.087
H 1.7216 3.5445 -5.1375 -0.2 0.3 0.2 0.102
N -1.1658 0.2558 4.4812 -0.5 0.4 1.0 0.177
C 0.0458 0.9948 4.0272 0.4 0.2 0.1 -0.043
C 0.1638 0.7369 2.5462 1.5 0.5 -2.7 -0.615
O 1.0509 1.3051 1.8613 -2.0 -1.1 1.9 0.023
O -0.7195 -0.1094 2.1277 0.8 0.3 0.7 -0.183
H -1.9843 0.8694 4.3731 0.1 -0.4 0.0 0.180
H -1.0980 0.0067 5.4702 -0.1 -0.1 -0.1 0.172
H -1.3031 -0.5714 3.8607 0.2 0.5 0.0 0.160
H -0.0639 2.0657 4.2177 0.0 -0.3 0.1 0.149
H 0.9290 0.6092 4.5439 -0.2 0.1 0.0 0.148
```
Positions in Å, forces in eV/Å.

Calculated values
**Relative energy (zero: lowest compared OMol25 entry of this formula, charge and spin)**: 0.000 eV
**DFT total energy**: -32810.50018 eV
**⟨S²⟩**: 8.772
**Spin multiplicity**: 6
**Charge**: +1
**E_LUMO (spin up / spin down)**: -3.09 / -4.59 eV

No. 2
Computed, not measured: a molecular structure, C5H6Cl3N2P in a non-equilibrium geometry, with ωB97M-V/def2-TZVPD.

XYZ file:
```
17
Properties=species:S:1:pos:R:3:forces:R:3:lowdin_charge:R:1
C 2.4856 -1.3785 -0.9637 1.9 2.4 2.4 -0.187
C 2.2789 -0.1647 -1.6028 -1.0 -0.3 -1.3 -0.868
C 3.1727 -1.2547 0.2729 -1.1 -0.3 -0.4 -0.797
C -0.9585 0.6839 0.7846 -3.4 -0.2 0.5 -0.095
C -0.7175 -0.4629 0.1878 -1.6 -1.1 -0.2 -0.077
N 2.2404 1.0765 -1.1959 1.0 0.6 2.0 -0.158
N 3.3734 -0.1443 0.9034 -0.2 0.3 1.1 -0.196
P 2.8652 1.2570 0.3245 -0.9 -0.5 -1.0 0.376
Cl 1.8237 -0.3019 -3.2718 -0.2 -0.2 -0.5 0.697
Cl 3.7451 -2.6851 1.0919 -0.1 0.1 -0.4 0.687
Cl 4.5155 2.3433 0.4379 0.2 0.8 -0.2 0.370
H 2.4902 -2.2768 -1.4284 -0.3 -2.4 -1.5 0.056
H -0.2505 1.4448 0.6601 0.7 1.3 0.4 -0.015
H -2.0415 0.8988 1.2168 2.7 -0.3 -0.7 0.098
H 1.9254 2.0108 1.1083 0.8 -0.5 -0.3 0.026
H -1.5717 -1.2163 0.1331 1.7 0.7 0.0 0.080
H 0.2291 -0.5937 -0.3257 -0.3 -0.5 0.1 0.006
```
Positions in Å, forces in eV/Å.

Calculated values
**Relative energy (zero: lowest compared OMol25 entry of this formula, charge and spin)**: 1.232 eV
**DFT total energy**: -55117.66475 eV
**E_LUMO**: -0.08 eV